1.
C11H13BBrN5O8 | ωB97M-V with the def2-TZVPD basis set

Element x y z (Å)
1 C -2.878 -0.112 -3.377
2 C -4.260 -0.050 -2.773
3 Br -5.508 -0.897 -4.037
4 C -4.398 -0.713 -1.395
5 N -3.432 -1.764 -1.165
6 C -2.359 -1.605 -0.388
7 N -2.072 -0.485 0.276
8 C -0.921 -0.738 0.890
9 N -0.488 -1.961 0.655
10 C 0.743 -2.616 1.068
11 C 1.862 -2.228 0.130
12 N 1.577 -1.997 -1.079
13 N -1.406 -2.538 -0.172
14 H -2.842 0.427 -4.310
15 H -2.166 0.324 -2.679
16 H -2.568 -1.128 -3.570
17 H -4.549 0.985 -2.714
18 H -5.378 -1.163 -1.328
19 H -4.333 0.038 -0.623
20 H -3.549 -2.645 -1.628
21 H -0.351 -0.057 1.508
22 H 0.955 -2.383 2.098
23 H 0.585 -3.681 0.965
24 H 2.876 -2.159 0.509
25 H 2.407 -1.742 -1.607
26 H -1.348 -3.451 -0.584
27 B 3.381 2.659 1.960
28 O 3.712 2.348 3.370
29 C 2.889 1.419 3.823
30 O 2.886 0.928 4.913
31 C 1.933 1.055 2.688
32 O 1.053 0.223 2.737
33 O 2.223 1.769 1.637
34 O 3.029 4.070 1.775
35 C 3.853 4.606 0.872
36 O 3.832 5.735 0.490
37 C 4.816 3.511 0.406
38 O 5.683 3.629 -0.405
39 O 4.509 2.389 1.061

Summary:
- energy (Eh) = -3901.72624
- spin multiplicity = 1
- frontier orbital gap (eV) = 8.4
- LUMO energy (eV) = -0.8

These are the natural (NBO) partial charges, in e, on atoms 1 to 5: number 1, C, carries -0.63; number 2, C, carries -0.22; number 3, Br, carries -0.04; number 4, C, carries -0.25; number 5, N, carries -0.57


2.
C47H50As2IrN4O2S | ωB97M-V with the def2-TZVPD basis set

Element x y z (Å)
1 Ir -0.050 -0.132 -0.192
2 O -1.561 1.465 0.259
3 C -2.013 1.972 1.343
4 C -2.829 3.140 1.272
5 C -3.327 3.739 2.397
6 C -3.028 3.234 3.668
7 C -2.241 2.111 3.781
8 C -1.759 1.433 2.653
9 C -1.101 0.185 2.872
10 N -0.684 -0.634 1.976
11 C -0.188 -1.919 2.421
12 C -0.047 -2.855 1.219
13 N 0.811 -2.202 0.262
14 C 1.927 -2.764 -0.015
15 C 3.027 -2.225 -0.739
16 C 4.111 -3.065 -1.022
17 C 5.263 -2.576 -1.590
18 C 5.377 -1.204 -1.838
19 C 4.345 -0.348 -1.559
20 C 3.105 -0.828 -1.051
21 O 2.124 -0.022 -0.880
22 H -3.061 3.521 0.289
23 H -3.963 4.607 2.311
24 H -3.422 3.705 4.554
25 H -1.998 1.722 4.760
26 H -1.009 -0.102 3.921
27 H -0.857 -2.353 3.172
28 H 0.795 -1.793 2.887
29 H -1.029 -3.026 0.773
30 H 0.369 -3.815 1.550
31 H 2.119 -3.761 0.395
32 H 4.020 -4.117 -0.788
33 H 6.089 -3.231 -1.811
34 H 6.296 -0.820 -2.252
35 H 4.462 0.716 -1.716
36 C 1.350 2.858 -2.557
37 C 1.645 1.566 -3.297
38 As 0.237 0.211 -2.971
39 C 1.093 -1.458 -3.462
40 C 0.392 -2.632 -3.198
41 C 0.954 -3.864 -3.474
42 C 2.242 -3.932 -3.984
43 C 2.943 -2.769 -4.251
44 C 2.372 -1.534 -3.996
45 C -0.831 0.562 -4.600
46 C -1.520 1.766 -4.681
47 C -2.111 2.153 -5.870
48 C -2.041 1.318 -6.975
49 C -1.391 0.098 -6.885
50 C -0.789 -0.287 -5.698
51 As 0.973 2.569 -0.634
52 C 2.708 2.756 0.248
53 C 3.644 3.708 -0.135
54 C 4.837 3.821 0.561
55 C 5.097 2.994 1.642
56 C 4.159 2.052 2.035
57 C 2.970 1.938 1.338
58 C 0.198 4.294 -0.136
59 C 0.546 4.848 1.095
60 C 0.033 6.072 1.483
61 C -0.851 6.749 0.658
62 C -1.225 6.191 -0.554
63 C -0.718 4.963 -0.941
64 H 0.482 3.357 -2.999
65 H 2.198 3.550 -2.628
66 H 2.595 1.153 -2.954
67 H 1.707 1.743 -4.377
68 H -0.612 -2.555 -2.790
69 H 0.394 -4.771 -3.297
70 H 2.694 -4.891 -4.188
71 H 3.943 -2.824 -4.654
72 H 2.922 -0.634 -4.245
73 H -1.593 2.396 -3.800
74 H -2.621 3.102 -5.934
75 H -2.499 1.618 -7.904
76 H -1.341 -0.555 -7.743
77 H -0.275 -1.238 -5.630
78 H 3.446 4.376 -0.965
79 H 5.563 4.565 0.263
80 H 6.023 3.095 2.187
81 H 4.351 1.412 2.884
82 H 2.220 1.206 1.628
83 H 1.250 4.325 1.736
84 H 0.333 6.504 2.426
85 H -1.252 7.704 0.958
86 H -1.911 6.713 -1.203
87 H -1.031 4.528 -1.882
88 C -3.796 -4.336 -2.401
89 C -3.016 -4.349 -1.092
90 N -3.613 -3.473 -0.103
91 C -3.374 -2.168 0.006
92 S -2.281 -1.391 -1.073
93 N -3.993 -1.458 0.949
94 C -4.994 -1.978 1.869
95 C -6.368 -2.160 1.223
96 H -3.351 -5.034 -3.102
97 H -3.775 -3.342 -2.837
98 H -4.830 -4.627 -2.237
99 H -1.990 -4.015 -1.263
100 H -3.003 -5.358 -0.671
101 H -4.414 -3.854 0.383
102 H -3.854 -0.460 0.922
103 H -5.077 -1.271 2.695
104 H -4.635 -2.927 2.279
105 H -6.755 -1.207 0.872
106 H -7.061 -2.556 1.962
107 H -6.338 -2.848 0.380

Summary:
- energy (Eh) = -7163.98319
- spin multiplicity = 2
- <S²> = 0.921
- frontier orbital gap (alpha / beta) (eV) = 5.4 / 5.0
- LUMO energy (alpha / beta) (eV) = -7.0 / -7.3
- net charge = +2

These are the Mulliken partial charges, in e, on atoms 1 to 5: number 1, Ir, carries 2.86; number 2, O, carries -1.10; number 3, C, carries 0.59; number 4, C, carries -0.65; number 5, C, carries -0.55


3.
C4H5NO | ωB97M-V with the def2-TZVPD basis set

Element x y z (Å)
1 N 1.278 0.504 -1.046
2 C 0.891 1.201 0.061
3 O 1.374 2.274 0.376
4 C -0.130 0.530 0.923
5 C -0.727 -0.587 0.599
6 C -1.433 -1.607 0.200
7 H 1.908 0.966 -1.681
8 H 0.745 -0.284 -1.381
9 H -0.361 1.027 1.861
10 H -2.413 -1.376 -0.203
11 H -1.131 -2.647 0.292

Summary:
- energy (Eh) = -285.37448
- spin multiplicity = 1
- frontier orbital gap (eV) = 10.6
- LUMO energy (eV) = 0.8
- SMILES string = C=C=CC(N)=O

These are the natural (NBO) partial charges, in e, on atoms 1 to 5: number 1, N, carries -0.83; number 2, C, carries 0.65; number 3, O, carries -0.60; number 4, C, carries -0.39; number 5, C, carries 0.14


4.
C54H64As3N3O2S2ScTe | ωB97M-V with the def2-TZVPD basis set

Element x y z (Å)
1 Sc -0.843 0.371 0.536
2 C 1.356 4.030 1.523
3 As 0.297 2.983 0.271
4 C 1.563 2.956 -1.202
5 C -0.886 4.357 -0.493
6 C -2.141 4.808 0.285
7 C -2.521 6.198 -0.245
8 C -3.329 3.876 0.005
9 As -3.232 2.008 0.600
10 C -3.965 2.104 2.404
11 C -4.839 1.401 -0.306
12 C -1.842 4.895 1.789
13 As -3.283 5.610 2.947
14 C -2.696 7.478 3.015
15 C -2.418 5.061 4.619
16 H 1.485 5.032 1.119
17 H 2.321 3.542 1.631
18 H 0.878 4.090 2.497
19 H 1.842 3.980 -1.445
20 H 1.091 2.492 -2.064
21 H 2.451 2.394 -0.930
22 H -1.174 3.979 -1.478
23 H -0.233 5.217 -0.662
24 H -2.637 6.177 -1.332
25 H -1.750 6.933 0.001
26 H -3.468 6.540 0.181
27 H -3.500 3.823 -1.073
28 H -4.236 4.281 0.457
29 H -4.758 2.847 2.441
30 H -3.194 2.355 3.131
31 H -4.366 1.120 2.647
32 H -5.635 2.114 -0.100
33 H -5.115 0.416 0.063
34 H -4.657 1.345 -1.377
35 H -0.961 5.520 1.957
36 H -1.606 3.900 2.184
37 H -3.065 8.029 2.153
38 H -1.607 7.544 3.051
39 H -3.109 7.933 3.915
40 H -2.455 3.976 4.720
41 H -2.950 5.501 5.461
42 H -1.377 5.390 4.643
43 C 5.389 -3.581 -0.857
44 C 4.162 -2.740 -0.630
45 C 4.238 -1.466 -0.097
46 C 3.101 -0.675 0.103
47 C 3.221 0.609 0.835
48 O 2.314 1.045 1.524
49 C 4.491 1.394 0.745
50 C 5.181 1.525 -0.457
51 C 6.308 2.331 -0.525
52 C 6.764 2.983 0.613
53 C 6.086 2.841 1.818
54 C 4.945 2.058 1.881
55 C 1.834 -1.165 -0.268
56 O 0.755 -0.376 -0.177
57 C 1.739 -2.488 -0.750
58 C 2.894 -3.235 -0.933
59 C 0.403 -3.137 -0.964
60 N -0.310 -3.570 -0.014
61 C 0.121 -3.458 1.367
62 C 0.866 -4.716 1.835
63 Te 0.009 -6.600 1.292
64 C 0.938 -6.693 -0.593
65 C 0.161 -6.948 -1.719
66 C 0.753 -7.041 -2.973
67 C 2.122 -6.865 -3.115
68 C 2.900 -6.615 -1.992
69 C 2.314 -6.537 -0.736
70 C -0.074 -3.383 -2.361
71 C 0.745 -3.153 -3.461
72 C 0.303 -3.456 -4.744
73 C -0.974 -3.960 -4.940
74 C -1.809 -4.167 -3.845
75 C -1.358 -3.895 -2.566
76 H 6.273 -3.112 -0.426
77 H 5.575 -3.728 -1.923
78 H 5.282 -4.569 -0.406
79 H 5.204 -1.075 0.198
80 H 4.829 1.003 -1.340
81 H 6.834 2.447 -1.464
82 H 7.653 3.599 0.563
83 H 6.446 3.346 2.705
84 H 4.392 1.955 2.808
85 H 2.794 -4.252 -1.310
86 H -0.775 -3.316 1.970
87 H 0.790 -2.604 1.542
88 H 0.930 -4.739 2.924
89 H 1.885 -4.726 1.444
90 H -0.913 -7.058 -1.624
91 H 0.138 -7.239 -3.843
92 H 2.582 -6.933 -4.093
93 H 3.973 -6.498 -2.091
94 H 2.941 -6.375 0.134
95 H 1.744 -2.765 -3.315
96 H 0.969 -3.315 -5.589
97 H -1.316 -4.208 -5.939
98 H -2.805 -4.570 -3.993
99 H -1.980 -4.079 -1.698
100 C -0.073 0.833 4.917
101 C -0.945 -0.097 5.469
102 C -1.829 -0.775 4.653
103 C -1.856 -0.510 3.286
104 N -0.986 0.381 2.760
105 C -0.115 1.024 3.555
106 C -2.776 -1.179 2.335
107 C -3.866 -1.913 2.811
108 C -4.703 -2.557 1.917
109 C -4.445 -2.473 0.553
110 C -3.370 -1.726 0.095
111 C -2.503 -1.058 0.962
112 H 0.641 1.375 5.520
113 H -0.925 -0.302 6.532
114 H -2.491 -1.519 5.071
115 H 0.577 1.691 3.061
116 H -4.080 -1.984 3.871
117 H -5.547 -3.129 2.282
118 H -5.093 -2.984 -0.151
119 H -3.195 -1.677 -0.975
120 S -1.755 0.696 -2.095
121 C -0.941 0.428 -3.534
122 N -1.563 0.253 -4.689
123 C -0.762 -0.163 -5.837
124 C 0.665 0.281 -5.524
125 S 0.780 0.329 -3.707
126 H -2.570 0.175 -4.687
127 H -1.133 0.314 -6.741
128 H -0.828 -1.243 -5.950
129 H 0.876 1.275 -5.913
130 H 1.399 -0.421 -5.913

Summary:
- energy (Eh) = -10943.23759
- spin multiplicity = 1
- frontier orbital gap (eV) = 6.9
- LUMO energy (eV) = -2.2
- net charge = +1

These are the Mulliken partial charges, in e, on atoms 1 to 5: number 1, Sc, carries -1.70; number 2, C, carries -1.32; number 3, As, carries 0.98; number 4, C, carries -0.75; number 5, C, carries -1.84


5.
C16H35NO3Si2 | ωB97M-V with the def2-TZVPD basis set

Element x y z (Å)
1 C 4.244 -3.736 1.131
2 C 4.194 -2.346 1.776
3 C 3.827 -1.204 0.816
4 C 4.431 -1.317 -0.597
5 C 4.926 0.009 -1.198
6 C 3.875 0.743 -2.037
7 C 2.976 1.654 -1.201
8 C 1.675 2.014 -1.916
9 C 0.938 3.239 -1.368
10 C 0.034 3.023 -0.140
11 C 0.445 1.950 0.868
12 C -0.721 1.580 1.806
13 Si -1.555 0.062 1.136
14 O -3.122 -0.062 1.666
15 Si -4.090 -1.384 1.541
16 N -5.277 -0.963 0.310
17 C -6.117 -2.094 -0.023
18 C -6.364 -2.233 -1.497
19 O -6.511 -2.862 0.806
20 C -6.019 0.250 0.598
21 C -5.469 1.499 -0.043
22 O -6.995 0.240 1.290
23 H 3.946 -4.509 1.841
24 H 3.572 -3.802 0.271
25 H 5.243 -3.992 0.776
26 H 5.153 -2.123 2.252
27 H 3.457 -2.362 2.583
28 H 4.159 -0.259 1.258
29 H 2.735 -1.146 0.751
30 H 5.253 -2.038 -0.591
31 H 3.677 -1.731 -1.273
32 H 5.230 0.671 -0.378
33 H 5.820 -0.171 -1.797
34 H 3.242 0.009 -2.549
35 H 4.371 1.336 -2.810
36 H 2.764 1.152 -0.254
37 H 3.519 2.571 -0.945
38 H 1.912 2.198 -2.969
39 H 1.003 1.147 -1.907
40 H 0.302 3.633 -2.165
41 H 1.670 4.026 -1.160
42 H -0.986 2.806 -0.479
43 H -0.035 3.969 0.407
44 H 0.795 1.060 0.331
45 H 1.294 2.298 1.461
46 H -0.355 1.363 2.813
47 H -1.431 2.407 1.889
48 H -0.791 -1.139 1.548
49 H -1.563 0.111 -0.348
50 H -4.674 -1.670 2.858
51 H -3.359 -2.547 0.997
52 H -7.132 -2.979 -1.685
53 H -6.641 -1.270 -1.929
54 H -5.426 -2.529 -1.972
55 H -5.140 2.177 0.747
56 H -6.273 1.990 -0.593
57 H -4.634 1.284 -0.702

Summary:
- energy (Eh) = -1490.20448
- spin multiplicity = 1
- frontier orbital gap (eV) = 10.7
- LUMO energy (eV) = 0.7

These are the natural (NBO) partial charges, in e, on atoms 1 to 5: number 1, C, carries -0.62; number 2, C, carries -0.39; number 3, C, carries -0.40; number 4, C, carries -0.41; number 5, C, carries -0.39


6.
C4H24BO20 | ωB97M-V with the def2-TZVPD basis set

Element x y z (Å)
1 O -2.250 2.549 2.384
2 C -1.762 1.523 1.983
3 O -1.016 1.300 0.858
4 B -0.583 -0.143 0.865
5 O -0.888 -0.661 2.247
6 C -1.538 0.192 2.929
7 O -1.824 0.104 4.129
8 O 0.867 -0.169 0.514
9 C 0.967 -0.714 -0.671
10 O 2.007 -0.791 -1.331
11 C -0.429 -1.188 -1.175
12 O -1.279 -0.949 -0.218
13 O -0.702 -1.757 -2.284
14 O 4.885 1.036 -0.762
15 H 4.073 1.152 -1.256
16 H 4.718 0.280 -0.199
17 O -3.112 3.635 5.069
18 H -3.648 4.427 5.110
19 H -2.798 3.605 4.165
20 O -3.996 -0.554 -0.886
21 H -3.587 0.301 -1.023
22 H -3.783 -1.051 -1.676
23 O 2.782 2.122 -2.377
24 H 2.819 2.711 -3.131
25 H 1.862 1.865 -2.317
26 O 0.003 -4.378 -1.362
27 H -0.290 -3.467 -1.334
28 H 0.732 -4.415 -0.743
29 O 0.000 -1.060 -5.588
30 H -0.605 -1.167 -6.321
31 H -0.390 -1.572 -4.879
32 O -0.591 4.577 1.381
33 H -0.634 5.324 1.978
34 H -1.380 4.071 1.572
35 O -3.679 -1.665 5.728
36 H -3.308 -1.924 6.571
37 H -3.033 -1.065 5.355
38 O 3.248 -0.162 1.986
39 H 2.974 -0.551 2.817
40 H 2.588 -0.452 1.356
41 O 1.221 -4.215 -3.908
42 H 0.768 -4.046 -3.082
43 H 1.744 -4.999 -3.738
44 O -1.716 3.146 -1.275
45 H -0.939 3.654 -1.044
46 H -1.728 2.425 -0.645
47 O 4.632 -2.445 -1.640
48 H 4.217 -1.583 -1.664
49 H 4.380 -2.856 -2.467

Summary:
- energy (Eh) = -1696.74965
- spin multiplicity = 2
- <S²> = 0.754
- frontier orbital gap (alpha / beta) (eV) = 3.3 / 7.2
- LUMO energy (alpha / beta) (eV) = 4.3 / 4.3
- net charge = -2

These are the natural (NBO) partial charges, in e, on atoms 1 to 5: number 1, O, carries -0.64; number 2, C, carries 0.72; number 3, O, carries -0.68; number 4, B, carries 1.19; number 5, O, carries -0.61